Version 1
Computed, not measured: a cluster of 2 separate species, C6H16 in total, with wB97M-V/def2-TZVPD.

Element x y z (Å)
C 2.09430 -0.35109 -0.94702
C 0.89034 -1.09092 -1.53212
C 2.31215 -0.85635 0.50716
H 3.00852 -0.50575 -1.52444
H 1.96776 0.72354 -0.91413
H -0.02728 -0.86218 -1.01375
H 2.73814 -1.85717 0.48710
H 1.10895 -2.15327 -1.67600
H 0.81215 -0.86321 -2.60849
H 2.86454 -0.16558 1.13207
H 1.32654 -1.02261 0.94848
C -1.60438 0.54019 1.15721
C -2.49533 -0.15484 0.12817
C -1.16949 1.93108 0.73163
H -2.14631 0.69576 2.09936
H -0.78634 -0.12979 1.40540
H -3.19887 -0.84364 0.59775
H -2.00493 2.63807 0.73413
H -0.45069 2.35937 1.43236
H -1.77110 -0.67526 -0.49171
H -3.11521 0.43357 -0.55029
H -0.76446 2.02618 -0.28084

Calculated values
- highest occupied orbital energy (eV) = -11.250
- gap between HOMO and LUMO (eV) = 12.4
- molar mass (g/mol) = 88.194
- total charge = 0

=====

Version 2
Computed, not measured: a cluster of 2 separate species, C6H16 in total, with wB97M-V/def2-TZVPD.

Element x y z (Å)
C -1.77465 1.06485 0.06851
C -2.69923 -0.14500 -0.16364
C -1.62135 1.29369 1.55731
H -0.83410 0.85873 -0.44737
H -2.12114 1.96437 -0.45573
H -3.74283 0.11028 -0.27032
H -1.22365 0.38181 2.04337
H -2.37262 -0.90781 0.55394
H -2.46265 -0.50728 -1.18700
H -0.80927 1.97891 1.80638
H -2.52661 1.58141 2.10206
C 2.11474 -0.86192 -0.99162
C 1.13976 -1.66990 -0.20365
C 2.84715 0.33530 -0.30219
H 2.83574 -1.45864 -1.54932
H 1.65958 -0.44172 -1.90716
H 1.66636 -2.40184 0.42361
H 3.68830 0.03722 0.33103
H 3.31836 0.80943 -1.16012
H 0.32945 -2.10595 -0.77363
H 0.60933 -1.14742 0.62909
H 2.13932 0.97311 0.18797

Calculated values
- highest occupied orbital energy (eV) = -10.916
- gap between HOMO and LUMO (eV) = 12.0
- molar mass (g/mol) = 88.194
- total charge = 0

=====

Version 3
Computed, not measured: a cluster of 2 separate species, C6H16 in total, with wB97M-V/def2-TZVPD.

Element x y z (Å)
C -0.34760 -0.27348 2.53055
C -0.30132 -1.88152 2.44619
H 0.25076 -0.10613 3.31567
H 0.12553 0.24943 1.76419
H -1.29017 0.09825 2.81842
H 0.01291 -2.41220 1.53263
H -1.37662 -2.12164 2.52980
H 0.17008 -2.21213 3.37962
C 0.07084 0.41590 -1.76864
C 1.09752 1.34091 -2.22319
C 0.53604 -0.53434 -0.72568
C -1.09564 1.20389 -1.18037
H -0.37766 -0.27623 -2.60365
H 1.29157 1.13385 -3.26751
H 2.15929 1.25935 -1.89380
H 1.05538 -1.39517 -1.14592
H 1.31182 0.00090 -0.03957
H -0.37650 -0.81968 -0.22202
H -1.65121 1.60825 -2.14069
H -1.65829 0.45577 -0.53120
H -0.60855 1.84560 -0.52014
H 1.00180 2.42042 -2.05468

Calculated values
- highest occupied orbital energy (eV) = -10.685
- gap between HOMO and LUMO (eV) = 11.8
- molar mass (g/mol) = 88.194
- total charge = 0

=====

Version 4
Computed, not measured: a cluster of 2 separate species, C6H16 in total, with wB97M-V/def2-TZVPD.

Element x y z (Å)
C -2.11205 -0.36440 1.38488
C -2.13165 0.83861 0.40073
C -0.69431 -0.42000 1.98272
H -2.31224 -1.24330 0.79989
H -2.78566 -0.21884 2.25891
H -1.19351 1.06308 -0.10926
H -2.85666 0.70154 -0.40996
H -0.41183 -0.35312 3.04412
H -2.50257 1.77260 0.84150
H -0.07629 0.42553 1.58152
H -0.16627 -1.32611 1.70801
C 2.14666 -0.30861 -1.20542
C 1.77117 1.18497 -1.19884
C 0.85362 -1.17160 -1.29376
H 2.83255 -0.49644 -2.00590
H 2.59767 -0.66245 -0.28644
H 2.76590 1.67629 -1.29404
H 0.53815 -1.04821 -2.34037
H 1.21314 -2.19588 -1.18180
H 1.47957 1.55293 -0.22765
H 0.97696 1.55441 -1.87019
H 0.06765 -0.96103 -0.57864

Calculated values
- highest occupied orbital energy (eV) = -10.999
- gap between HOMO and LUMO (eV) = 12.1
- molar mass (g/mol) = 88.194
- total charge = 0

=====

It is version 1 that is the most stable of them.